Record 1
Entry from OMol25: C35H33FN3O3ReSb2Se4 as an isolated structure (wB97M-V/def2-TZVPD).

Atoms and positions in Å:
H  -0.231  0.908  -0.158
C  0.127  5.003  -5.688
C  0.870  -3.387  5.841
Se  -0.611  -5.129  2.348
C  0.560  0.301  6.289
C  1.507  1.124  2.534
H  2.463  2.910  1.841
H  1.569  -0.097  6.241
C  -0.628  -1.511  -1.344
O  0.223  -4.121  -0.621
C  -0.639  1.087  -4.008
H  0.439  2.914  -5.646
H  1.012  5.264  -5.114
H  3.444  -0.686  -0.291
C  2.888  -0.181  0.489
H  -1.892  -0.929  -5.890
Sb  0.256  -1.277  3.796
H  1.213  -0.666  -5.883
Se  -2.601  -4.556  5.900
H  0.044  -2.930  6.371
C  -0.869  -2.515  -3.538
H  -2.435  0.237  4.643
Se  -4.964  -4.763  2.226
C  -0.905  -1.255  -5.592
C  -0.345  3.603  -5.335
C  -1.696  0.481  5.393
C  -0.633  -0.163  -3.380
H  -2.177  6.477  -3.686
H  0.432  -3.006  -5.946
H  0.987  1.633  3.337
C  -0.534  -0.246  -1.971
C  3.065  -4.502  4.519
H  -1.651  4.495  -2.390
C  -0.358  2.138  -1.869
C  -1.800  5.587  -4.181
Sb  -3.223  -4.403  3.671
H  -1.007  -3.366  -4.190
C  3.034  1.193  0.676
H  -1.545  6.182  -6.165
C  -0.198  -2.271  -6.434
H  3.929  -4.923  4.022
H  -0.501  6.921  -5.156
H  -0.724  -2.633  -7.306
C  -0.533  2.268  -3.282
H  0.110  -0.232  -7.279
C  -0.993  4.730  -3.219
H  0.359  5.087  -6.746
H  -3.049  1.695  6.522
H  -2.642  5.031  -4.586
C  0.201  1.134  7.338
C  2.371  -3.463  3.926
H  -0.153  5.295  -2.810
N  -0.548  3.496  -3.891
C  2.341  1.845  1.689
O  -0.645  -1.653  -0.021
C  1.271  -2.920  4.593
Re  -1.013  -3.431  0.943
H  -0.774  1.125  -5.078
H  -1.247  3.349  -5.905
O  -1.955  -4.101  -0.660
H  1.285  -4.795  7.399
H  -1.372  2.274  8.245
C  -0.374  0.946  -1.230
C  0.286  -0.854  -6.411
C  -0.398  -0.010  5.326
C  2.663  -4.988  5.762
N  -0.944  6.021  -5.354
Se  -2.016  -1.913  2.642
H  1.950  -1.975  1.170
C  -1.096  1.632  7.419
C  -0.828  -3.810  -1.269
H  2.708  -3.072  2.974
C  -2.042  1.307  6.451
C  -0.785  -2.633  -2.177
H  3.705  1.753  0.037
H  0.933  1.388  8.094
C  1.376  -0.251  2.348
F  -0.122  3.245  -1.155
H  3.215  -5.796  6.226
C  1.575  -4.430  6.423
C  2.055  -0.908  1.324
N  -0.774  -1.325  -4.130

For the energy above the lowest of the compared OMol25 structures with the same formula, charge and spin, the calculation gives 1.815 eV. As for the net charge: +4. Its HOMO-LUMO gap (alpha / beta) is 5.340 / 5.491 eV.

---

Record 2
Entry from OMol25: a 3-piece molecular cluster, C35H33N2O4S overall (wB97M-V/def2-TZVPD).

Atoms and positions in Å:
C  3.080  5.396  -1.127
H  -0.900  -9.532  5.236
C  -0.942  -2.744  3.167
C  -2.901  1.302  -1.998
H  -0.798  -0.746  2.414
H  -0.649  5.556  -1.902
C  0.239  -9.132  3.461
H  -2.087  7.187  -2.120
C  -0.484  -1.774  2.292
C  -1.776  5.202  -0.097
C  0.409  -2.619  -2.369
O  1.443  -6.129  0.806
C  -1.705  -1.186  -2.321
C  2.569  -1.600  -2.014
C  0.772  -3.437  1.089
H  -3.674  -1.931  -2.675
C  0.656  -8.171  2.557
H  -0.908  2.026  -1.645
H  -1.609  -2.492  3.979
C  1.019  -3.856  -2.519
H  -1.202  8.207  0.611
C  -1.076  -2.532  -2.477
H  0.742  -1.367  0.576
C  -2.283  7.382  -1.066
C  -0.580  -8.779  4.528
H  -3.327  6.421  0.391
C  -0.577  -6.498  3.782
H  0.078  3.591  0.086
H  0.377  6.671  0.595
C  2.396  -3.965  -2.417
H  0.406  -4.727  -2.703
C  -0.478  5.456  -0.834
C  -1.530  1.170  -1.870
C  1.187  -1.484  -2.111
H  -1.632  -7.182  5.509
H  -1.539  5.242  0.975
H  2.867  -4.933  -2.524
C  0.733  -5.829  1.743
H  0.748  3.788  -1.503
H  3.161  -0.718  -1.812
C  -3.082  -1.055  -2.452
C  0.309  -4.415  1.958
S  2.079  4.766  0.237
C  0.255  -6.851  2.716
C  -3.678  0.185  -2.294
H  3.249  4.605  -1.855
H  4.886  5.100  0.027
H  1.295  -8.431  1.725
N  -2.815  6.183  -0.445
H  -3.372  2.269  -1.872
O  -1.754  -3.513  -2.680
H  4.213  6.710  0.158
H  -4.749  0.283  -2.401
C  0.555  -0.155  -1.910
C  -0.927  -0.066  -2.036
H  0.554  -10.159  3.337
C  0.539  4.319  -0.578
C  0.375  -2.124  1.255
C  3.170  -2.838  -2.169
H  4.245  -2.927  -2.090
H  -3.026  8.173  -1.038
H  5.050  6.247  -1.322
C  -0.990  -7.467  4.687
H  1.438  -3.717  0.284
H  0.833  7.053  -0.928
N  0.035  6.784  -0.359
H  2.597  6.217  -1.663
C  -1.044  -5.095  3.966
C  4.395  5.890  -0.535
O  -1.800  -4.793  4.863
C  -0.546  -4.066  3.005
C  -1.011  7.891  -0.411
H  -0.595  8.741  -0.944
H  -2.119  4.189  -0.297
O  1.212  0.832  -1.633

As for the net charge: +1. Its HOMO-LUMO gap is 8.116 eV.

---

Record 3
Entry from OMol25: C35H33NO5SV as an isolated structure (wB97M-V/def2-TZVPD).

Atoms and positions in Å:
C  3.908  0.268  -2.679
H  1.687  -0.734  2.636
H  0.316  0.503  -1.763
S  -3.284  -2.778  1.869
H  5.132  -0.902  1.615
C  -0.292  2.340  1.163
C  4.144  1.086  -0.049
C  3.671  -4.421  1.086
H  2.536  -1.199  -1.927
C  2.541  -0.783  0.702
C  2.318  -0.053  2.058
C  -1.325  3.540  -3.481
H  -3.049  -0.583  -2.023
H  -1.791  4.392  -3.959
C  4.705  -1.889  1.483
C  -1.313  1.896  -1.715
C  3.188  -0.370  -1.684
H  -5.039  -1.292  1.428
C  -3.511  -4.546  1.876
C  1.588  3.652  1.823
H  3.264  0.062  2.585
C  -6.154  0.558  -1.297
H  6.485  -2.878  2.141
H  3.821  -0.069  -3.705
C  5.475  -3.004  1.771
H  -2.803  3.429  -1.937
H  -0.192  4.472  0.933
H  -2.321  1.876  1.567
O  -2.707  -2.400  0.521
C  -4.466  1.837  -0.152
C  4.866  1.733  -1.046
C  -5.807  1.584  -0.436
C  1.610  1.267  1.924
C  2.899  -3.301  0.796
H  0.265  3.396  -4.918
H  -4.103  -4.828  1.006
H  -4.016  -4.826  2.801
H  3.221  2.509  2.619
C  -5.018  -2.353  1.673
C  -3.465  1.067  -0.725
C  0.324  3.580  1.262
C  4.957  -4.278  1.578
H  -7.196  0.367  -1.523
C  -0.153  1.349  -2.247
C  0.416  1.894  -3.393
H  5.555  -5.151  1.810
H  -5.416  -1.029  -2.544
C  4.751  1.328  -2.365
H  -5.433  -2.929  0.846
C  -1.891  3.000  -2.338
C  -5.155  -0.222  -1.871
C  3.404  -2.025  1.004
H  1.324  1.459  -3.793
O  -1.412  0.052  -0.182
H  2.065  4.611  1.979
C  -0.171  2.982  -4.017
C  3.294  0.033  -0.353
C  -1.971  1.290  -0.473
H  -5.554  -2.544  2.603
H  -4.223  2.644  0.527
H  1.897  -3.412  0.410
H  5.321  1.824  -3.140
C  2.239  2.483  2.165
H  4.268  1.412  0.974
C  -3.826  0.032  -1.587
H  -2.524  -4.999  1.840
C  -1.732  2.239  0.720
H  5.525  2.552  -0.784
H  -2.083  3.234  0.447
H  3.260  -5.410  0.924
H  -6.575  2.196  0.020
O  -0.362  -2.557  1.863
O  -1.105  -3.076  2.799
V  -0.464  -1.215  0.593
N  0.340  1.215  1.511
O  1.325  -1.186  0.154

For the energy above the lowest of the compared OMol25 structures with the same formula, charge and spin, the calculation gives 0.083 eV. The spin multiplicity is 4. As for the expectation value of S²: 3.765. Its HOMO-LUMO gap (alpha / beta) is 8.551 / 7.964 eV.

---

no.,E (hartree)
1,-12006.44669
2,-2161.99349
3,-3126.58417